[1]
DFT (ωB97M-V with the def2-TZVPD basis set) results for 2 unconnected molecules or ions with the total composition C3H10N.

XYZ file:
```
14
Properties=species:S:1:pos:R:3
N 1.783 -0.365 -1.685
H 2.013 0.631 -1.660
H 1.722 -0.720 -2.645
H 2.674 -0.761 -1.354
H 0.942 -0.629 -1.166
C 0.088 0.290 1.085
C -1.238 0.332 0.407
C -2.337 -0.043 1.076
H 0.054 0.228 2.162
H 0.657 -0.598 0.811
H 0.586 1.196 0.705
H -1.418 0.824 -0.574
H -3.311 -0.272 0.682
H -2.213 -0.110 2.156
```

The net charge is +1. For the molar mass, the calculation gives 60.1 g/mol. The HOMO energy is -12.8400 eV. As for the energy above the lowest of the compared OMol25 structures with the same formula, charge and spin: 177.5 kJ/mol.

Charges per atom according to Löwdin partitioning, unit e: N 0.33; H 0.16; H 0.17; H 0.17; H 0.12; C -0.14; C -0.26; C 0.02; H 0.08; H 0.05; H 0.08; H 0.10; H 0.06; H 0.07

[2]
DFT (ωB97M-V with the def2-TZVPD basis set) results for 2 unconnected molecules or ions with the total composition C3H10N.

XYZ file:
```
14
Properties=species:S:1:pos:R:3
C 1.627 -0.525 0.085
C -1.650 -0.600 -0.041
C 0.618 0.476 -0.368
N -0.741 0.566 0.137
H 1.706 -0.651 1.124
H 1.435 -1.433 -0.568
H 2.582 -0.301 -0.249
H -1.402 -0.895 -1.109
H -1.356 -1.401 0.620
H -2.786 -0.271 0.062
H 0.640 0.724 -1.387
H 1.106 2.137 0.748
H -1.166 1.424 -0.184
H -0.614 0.751 1.130
```

The net charge is +1. For the molar mass, the calculation gives 60.1 g/mol. The HOMO energy (spin up / spin down) is -14.2240 / -14.7663 eV. As for the energy above the lowest of the compared OMol25 structures with the same formula, charge and spin: 461.3 kJ/mol.

Charges per atom according to Löwdin partitioning, unit e: C -0.08; C 0.01; C -0.15; N -0.07; H 0.07; H 0.13; H 0.07; H 0.12; H 0.10; H 0.16; H 0.10; H 0.23; H 0.16; H 0.15

[3]
DFT (ωB97M-V with the def2-TZVPD basis set) results for 2 unconnected molecules or ions with the total composition C3H10N.

XYZ file:
```
14
Properties=species:S:1:pos:R:3
C 2.496 -0.238 0.639
H 2.502 -1.174 1.395
H 1.609 -0.044 0.019
H 3.535 -0.330 0.066
H 2.619 0.636 1.327
C -0.939 0.474 -1.339
C -1.713 -0.390 0.883
N -1.904 0.020 -0.319
H -0.075 -0.186 -1.311
H -0.711 1.517 -1.152
H -1.400 0.318 -2.311
H -0.643 -0.314 1.059
H -2.487 -0.319 1.645
H -2.889 0.031 -0.600
```

The net charge is +2. Its spin multiplicity is 2. For the molar mass, the calculation gives 60.1 g/mol. The HOMO energy (spin up / spin down) is -21.7216 / -21.7192 eV. As for the energy above the lowest of the compared OMol25 structures with the same formula, charge and spin: 382.0 kJ/mol.

Charges per atom according to Löwdin partitioning, unit e: C 0.27; H 0.28; H 0.05; H 0.23; H 0.14; C 0.02; C 0.21; N 0.01; H 0.09; H 0.12; H 0.12; H 0.10; H 0.15; H 0.19

[4]
DFT (ωB97M-V with the def2-TZVPD basis set) results for 2 unconnected molecules or ions with the total composition C3H10N2.

XYZ file:
```
15
Properties=species:S:1:pos:R:3
C -2.337 -0.323 0.344
N -2.354 0.794 -0.240
H -2.383 -0.354 1.380
H -2.288 -1.291 -0.223
H -2.854 1.531 0.183
C 0.600 0.576 -0.625
N 2.008 0.200 -0.254
C 1.903 -1.026 0.673
H 0.585 1.126 -1.578
H 0.145 1.138 0.227
H -0.008 -0.347 -0.568
H 2.341 -0.253 -1.117
H 1.233 -0.804 1.455
H 1.755 -2.002 0.155
H 2.897 -1.059 1.188
```

The net charge is 0. For the molar mass, the calculation gives 74.1 g/mol. The HOMO energy is -9.0671 eV. As for the energy above the lowest of the compared OMol25 structures with the same formula, charge and spin: 249.2 kJ/mol. Its SMILES is C=N.CNC.

Charges per atom according to Löwdin partitioning, unit e: C -0.14; N 0.03; H 0.04; H 0.09; H 0.03; C -0.18; N -0.17; C -0.14; H 0.08; H 0.07; H 0.03; H 0.08; H 0.04; H 0.08; H 0.07

[5]
DFT (ωB97M-V with the def2-TZVPD basis set) results for C3H10N2 in the gas phase.

XYZ file:
```
15
Properties=species:S:1:pos:R:3
C 1.106 1.499 -1.058
N 0.745 1.088 0.295
C 0.347 -0.328 0.399
C -1.095 -0.494 -0.073
N -1.458 -1.914 -0.285
H 0.304 1.320 -1.778
H 1.379 2.562 -1.015
H 1.961 0.925 -1.355
H 1.524 1.247 0.906
H 1.026 -0.924 -0.251
H 0.431 -0.738 1.443
H -1.741 -0.015 0.669
H -1.247 0.014 -1.044
H -1.438 -2.450 0.561
H -0.866 -2.381 -0.987
```

The net charge is 0. For the molar mass, the calculation gives 74.1 g/mol. The HOMO energy is -8.7482 eV. As for the energy above the lowest of the compared OMol25 structures with the same formula, charge and spin: 61.2 kJ/mol. Its SMILES is CNCCN.

Charges per atom according to Löwdin partitioning, unit e: C -0.13; N -0.15; C -0.26; C -0.28; N -0.02; H 0.07; H 0.08; H 0.06; H 0.09; H 0.10; H 0.12; H 0.11; H 0.10; H 0.04; H 0.07

[6]
DFT (ωB97M-V with the def2-TZVPD basis set) results for 2 unconnected molecules or ions with the total composition C3H10N2.

XYZ file:
```
15
Properties=species:S:1:pos:R:3
C -2.197 0.185 0.155
C -1.903 -0.846 0.966
N -0.869 -1.764 1.015
H -1.411 0.517 -0.545
H -3.195 0.490 -0.090
H -2.761 -1.382 1.507
H -1.252 -2.697 0.903
H -0.145 -1.586 0.335
C 2.142 1.238 -0.104
N 1.975 0.526 -1.359
H 1.239 1.342 0.384
H 2.767 0.725 0.602
H 2.485 2.185 -0.378
H 1.240 -0.100 -1.189
H 1.885 1.166 -2.202
```

The net charge is 0. For the molar mass, the calculation gives 74.1 g/mol. The HOMO energy is -8.5937 eV. As for the energy above the lowest of the compared OMol25 structures with the same formula, charge and spin: 193.4 kJ/mol. Its SMILES is C=CN.CN.

Charges per atom according to Löwdin partitioning, unit e: C -0.03; C -0.32; N 0.01; H 0.04; H 0.03; H 0.12; H 0.09; H 0.06; C -0.19; N -0.07; H 0.03; H 0.07; H 0.06; H 0.00; H 0.10

[7]
DFT (ωB97M-V with the def2-TZVPD basis set) results for 2 unconnected molecules or ions with the total composition C3H10N2.

XYZ file:
```
15
Properties=species:S:1:pos:R:3
C -3.076 -0.576 0.206
C 1.570 0.661 1.089
C 0.800 0.330 -1.172
N 2.793 -0.571 -0.435
N 1.712 0.091 -0.286
H -2.749 -0.299 -0.777
H -2.339 -0.244 0.892
H -3.300 -1.598 0.172
H 0.616 1.211 1.207
H 1.751 -0.215 1.642
H 2.405 1.297 1.532
H 0.911 -0.031 -2.201
H -0.057 0.788 -0.838
H -3.982 0.024 0.336
H 2.944 -0.869 -1.369
```

The net charge is 0. For the molar mass, the calculation gives 74.1 g/mol. The HOMO energy is -7.7344 eV. As for the energy above the lowest of the compared OMol25 structures with the same formula, charge and spin: 309.5 kJ/mol.

Charges per atom according to Löwdin partitioning, unit e: C -0.03; C -0.02; C 0.00; N 0.03; N -0.40; H 0.00; H 0.00; H 0.00; H 0.09; H 0.06; H 0.11; H 0.08; H 0.02; H 0.03; H 0.02

[8]
DFT (ωB97M-V with the def2-TZVPD basis set) results for 2 unconnected molecules or ions with the total composition C3H10N2.

XYZ file:
```
15
Properties=species:S:1:pos:R:3
C -2.250 1.373 -0.518
N -3.088 0.356 0.098
H -1.225 0.997 -0.644
H -2.565 1.658 -1.517
H -2.118 2.257 0.116
H -3.980 0.740 0.403
H -2.752 0.067 1.015
C 2.835 -1.555 -0.327
C 2.278 -0.357 0.080
N 0.996 -0.162 0.537
H 2.339 -2.459 0.013
H 3.635 -1.569 -1.054
H 2.558 0.609 -0.347
H 1.144 0.655 1.127
H 0.471 -0.986 0.815
```

The net charge is +1. Its spin multiplicity is 2. For the molar mass, the calculation gives 74.1 g/mol. The HOMO energy (spin up / spin down) is -12.2436 / -12.2385 eV. As for the energy above the lowest of the compared OMol25 structures with the same formula, charge and spin: 142.3 kJ/mol.

Charges per atom according to Löwdin partitioning, unit e: C -0.21; N -0.08; H 0.03; H 0.07; H 0.07; H 0.07; H 0.05; C 0.22; C -0.10; N 0.21; H 0.11; H 0.11; H 0.15; H 0.15; H 0.15

[9]
DFT (ωB97M-V with the def2-TZVPD basis set) results for 2 unconnected molecules or ions with the total composition C3H10N2O.

XYZ file:
```
16
Properties=species:S:1:pos:R:3
N -1.196 -1.256 0.209
C -1.166 -0.487 1.758
O -0.379 -1.118 2.572
H -1.015 -2.237 0.462
H -2.097 -1.190 -0.266
H -0.477 -0.887 -0.506
H -0.814 0.521 1.411
H -2.258 -0.489 2.022
C 0.630 1.899 -1.397
C 1.195 1.031 -0.537
N 1.460 -0.328 -0.871
H 0.714 2.982 -1.332
H 0.086 1.564 -2.284
H 1.417 1.321 0.509
H 2.092 -0.432 -1.671
H 1.807 -0.894 -0.077
```

The net charge is 0. For the molar mass, the calculation gives 90.1 g/mol. The HOMO energy is -7.7891 eV. As for the energy above the lowest of the compared OMol25 structures with the same formula, charge and spin: 295.6 kJ/mol. Its SMILES is [NH3+]C[O-].C=CN.

Charges per atom according to Löwdin partitioning, unit e: N 0.11; C -0.43; O -0.23; H 0.12; H 0.11; H 0.09; H 0.08; H 0.09; C -0.02; C -0.30; N -0.01; H 0.05; H 0.05; H 0.11; H 0.10; H 0.10

[10]
DFT (ωB97M-V with the def2-TZVPD basis set) results for 2 unconnected molecules or ions with the total composition C3H10N2O.

XYZ file:
```
16
Properties=species:S:1:pos:R:3
N -2.061 -3.086 -3.071
C -2.381 -4.361 -2.638
O -2.094 -5.347 -3.258
H -1.747 -2.390 -2.409
H -1.398 -3.192 -3.830
H -2.971 -4.372 -1.718
C 0.085 1.940 1.608
N 1.485 1.691 1.335
C 2.346 2.804 1.688
H -0.013 3.001 1.860
H -0.228 1.450 2.536
H -0.596 1.700 0.801
H 1.815 0.845 1.786
H 2.197 3.146 2.713
H 3.396 2.542 1.595
H 2.165 3.629 1.002
```

The net charge is 0. For the molar mass, the calculation gives 90.1 g/mol. The HOMO energy is -8.7876 eV. As for the energy above the lowest of the compared OMol25 structures with the same formula, charge and spin: 114.1 kJ/mol. Its SMILES is NC=O.CNC.

Charges per atom according to Löwdin partitioning, unit e: N 0.09; C -0.42; O 0.03; H 0.09; H 0.09; H 0.12; C -0.15; N -0.20; C -0.17; H 0.07; H 0.07; H 0.06; H 0.09; H 0.07; H 0.07; H 0.07

We obtain E values of -174.74396; -174.63587; -174.12699; -229.71434; -229.78593; -229.73559; -229.69135; -229.43907; -304.96206; -305.03121 a.u. for the records listed above, in that order.